Record 1
Computed, not measured: 3 unconnected molecules or ions with the total composition C5H13NS at a distorted geometry, with ωB97M-V with the def2-TZVPD basis set.

## Properties
charge: -1
HOMO-LUMO gap (spin up / spin down): 5.72 / 6.67 eV
ΔE to the lowest compared entry with this formula, charge and spin: 99.1 kJ/mol
HOMO energy (spin up / spin down): -1.6122 / -2.6194 eV
spin multiplicity: 2
total energy: -17718.5199 eV
<S²>: 0.773

Cartesian coordinates (Å):
1 C 2.357 -1.953 -1.770
2 C 1.158 -1.029 -1.472
3 S 1.629 0.379 -0.430
4 H 2.649 -2.518 -0.885
5 H 3.222 -1.357 -2.073
6 H 2.124 -2.656 -2.574
7 H 0.368 -1.662 -1.063
8 H 0.810 -0.662 -2.438
9 C -1.089 -0.938 1.916
10 C -1.988 0.039 1.213
11 C -1.459 1.250 0.781
12 N -2.264 2.292 0.260
13 H -0.288 -0.467 2.476
14 H -1.657 -1.566 2.617
15 H -0.584 -1.641 1.238
16 H -3.051 -0.032 1.431
17 H -0.452 1.583 1.027
18 H -3.098 1.927 -0.177
19 H -1.775 2.851 -0.421
20 H -0.598 0.657 -0.404

Forces on the atoms, in the same order (eV/Å):
C -0.11 0.30 0.04
C 0.91 -0.38 -0.43
S -0.25 -0.08 0.02
H 0.00 -0.01 0.10
H -0.07 -0.01 -0.01
H -0.03 -0.16 -0.07
H -0.21 0.20 0.23
H -0.22 0.09 -0.06
C -0.27 -0.64 -0.07
C -0.11 0.19 1.61
C 1.63 -0.95 -2.90
N -0.80 0.44 0.39
H 0.16 0.24 0.07
H 0.01 0.14 -0.07
H -0.03 0.17 -0.12
H -0.09 -0.03 -0.38
H -0.21 -0.04 0.69
H -0.01 -0.05 -0.03
H 0.18 -0.04 -0.01
H -0.47 0.64 0.99



Record 2
Computed, not measured: 2 unconnected molecules or ions with the total composition C5H13NS at a distorted geometry, with ωB97M-V with the def2-TZVPD basis set.

## Properties
charge: 0
HOMO-LUMO gap: 8.47 eV
ΔE to the lowest compared entry with this formula, charge and spin: 152.6 kJ/mol
HOMO energy: -7.8581 eV
spin multiplicity: 1
total energy: -17719.6696 eV
SMILES string: C=C(C)N.CCS

Cartesian coordinates (Å):
1 C -0.996 -1.785 -0.038
2 C -0.039 -1.776 0.963
3 C 0.617 -2.995 1.533
4 N 0.483 -0.543 1.545
5 H -1.384 -0.843 -0.430
6 H -1.421 -2.777 -0.370
7 H 0.233 -3.945 1.111
8 H 1.709 -2.920 1.275
9 H 0.637 -3.112 2.619
10 H 1.459 -0.649 1.735
11 H 0.082 -0.430 2.487
12 C 0.032 1.410 -2.680
13 C 0.590 1.993 -1.387
14 S -0.496 1.764 0.081
15 H -0.774 2.064 -3.054
16 H -0.380 0.399 -2.519
17 H 0.772 1.462 -3.493
18 H 0.732 3.075 -1.442
19 H 1.604 1.587 -1.112
20 H 0.048 0.578 0.730

Forces on the atoms, in the same order (eV/Å):
C 1.48 -0.73 2.10
C -1.75 -0.28 -1.40
C 1.03 -0.93 -0.74
N -0.91 -1.23 0.82
H 0.06 -0.38 0.09
H 0.67 1.37 0.32
H 0.20 0.63 0.12
H -0.76 -0.25 0.03
H -0.47 0.42 0.04
H 0.83 -0.03 -0.15
H -0.08 0.11 -0.55
C -0.31 0.57 -0.22
C 0.91 -0.34 0.89
S -0.20 0.34 -0.34
H -0.01 -0.38 0.35
H 0.39 0.40 -0.27
H 0.01 -0.46 0.30
H -0.03 -0.11 -0.26
H -0.95 0.18 -0.43
H -0.13 1.11 -0.70



Record 3
Computed, not measured: 2 unconnected molecules or ions with the total composition C5H13NS at a distorted geometry, with ωB97M-V with the def2-TZVPD basis set.

## Properties
charge: 0
HOMO-LUMO gap: 9.30 eV
ΔE to the lowest compared entry with this formula, charge and spin: 112.9 kJ/mol
HOMO energy: -8.3808 eV
spin multiplicity: 1
total energy: -17720.0810 eV
SMILES string: C=NCC.CSC

Cartesian coordinates (Å):
1 C -0.651 -0.916 2.239
2 N 0.564 -0.682 1.992
3 C 1.006 0.691 2.136
4 C 1.710 1.204 0.856
5 H -1.393 -0.126 2.389
6 H -0.977 -1.953 2.273
7 H 0.181 1.388 2.342
8 H 1.755 0.711 2.921
9 H 2.319 2.069 1.119
10 H 2.278 0.397 0.396
11 H 0.988 1.567 0.128
12 C -0.266 -1.567 -1.481
13 S -1.001 0.068 -1.184
14 C -0.481 0.918 -2.688
15 H 0.759 -1.598 -1.104
16 H -0.205 -1.819 -2.538
17 H -0.845 -2.278 -0.897
18 H -0.857 1.939 -2.636
19 H 0.605 0.886 -2.769
20 H -0.938 0.475 -3.575

Forces on the atoms, in the same order (eV/Å):
C 0.24 -0.16 -0.29
N -0.15 0.02 0.61
C 0.29 0.50 -1.44
C -0.49 0.08 0.40
H 0.01 -0.01 0.25
H -0.17 0.03 -0.19
H 0.04 -0.17 0.38
H -0.13 -0.03 0.37
H 0.34 -0.20 -0.06
H 0.27 0.15 0.06
H -0.11 -0.21 -0.02
C 0.57 0.34 0.41
S -0.23 -0.24 -0.37
C -0.20 -0.17 -0.03
H -0.06 0.09 0.09
H -0.48 -0.03 -0.01
H -0.07 -0.16 -0.26
H 0.25 0.07 0.13
H -0.02 0.23 -0.08
H 0.10 -0.15 0.06



Record 4
Computed, not measured: 2 unconnected molecules or ions with the total composition C5H13NS at a distorted geometry, with ωB97M-V with the def2-TZVPD basis set.

## Properties
charge: 0
HOMO-LUMO gap: 8.13 eV
ΔE to the lowest compared entry with this formula, charge and spin: 712.3 kJ/mol
HOMO energy: -7.6869 eV
spin multiplicity: 1
total energy: -17713.8680 eV
SMILES string: C=[SH](=C)N.C=CC

Cartesian coordinates (Å):
1 C 2.644 -1.088 0.695
2 S 1.830 0.226 -0.024
3 C 0.713 1.053 0.865
4 N 1.619 -0.583 -1.633
5 H 2.479 -1.023 1.740
6 H 3.671 -1.289 0.239
7 H 2.193 1.273 -0.866
8 H -0.015 0.606 1.554
9 H 0.176 1.791 0.124
10 H 1.119 0.019 -2.263
11 H 1.225 -1.540 -1.594
12 C -1.655 -1.191 0.960
13 C -1.869 0.072 0.618
14 C -2.142 0.500 -0.826
15 H -1.753 -1.585 2.027
16 H -1.738 -1.888 0.088
17 H -1.907 0.879 1.333
18 H -3.222 0.770 -0.865
19 H -1.924 -0.296 -1.642
20 H -1.640 1.461 -1.185

Forces on the atoms, in the same order (eV/Å):
C 0.63 1.28 -1.65
S -0.74 -1.53 -2.02
C -0.83 1.22 -1.41
N 0.24 -0.59 1.47
H 0.51 0.18 0.98
H -1.76 0.16 0.75
H 0.52 -0.08 1.04
H 1.41 -0.09 -0.40
H 1.34 -1.23 1.61
H -0.38 0.25 -0.29
H 0.23 0.94 0.18
C -1.60 -1.09 0.17
C -0.26 -0.03 -1.21
C 0.06 0.31 -1.15
H 0.64 0.63 -1.69
H 0.40 0.15 1.19
H -0.26 0.03 0.23
H 0.54 -0.37 -0.18
H -0.40 1.11 1.62
H -0.30 -1.25 0.77



Record 5
Computed, not measured: 2 unconnected molecules or ions with the total composition C5H13NS2 at a distorted geometry, with ωB97M-V with the def2-TZVPD basis set.

## Properties
charge: 0
HOMO-LUMO gap: 8.55 eV
ΔE to the lowest compared entry with this formula, charge and spin: 124.3 kJ/mol
HOMO energy: -8.1353 eV
spin multiplicity: 1
total energy: -28555.3417 eV
SMILES string: C=C(C)N.CCSS

Cartesian coordinates (Å):
1 C 0.835 -1.754 0.254
2 C -0.148 -1.848 1.226
3 C -1.218 -0.841 1.465
4 N -0.217 -2.979 2.098
5 H 1.602 -2.601 0.173
6 H 0.880 -0.940 -0.454
7 H -1.368 -0.776 2.526
8 H -2.190 -1.062 0.961
9 H -0.824 0.115 1.070
10 H -1.175 -3.286 2.192
11 H 0.397 -3.748 1.929
12 C 1.829 2.388 -1.670
13 C 0.583 1.590 -1.199
14 S -0.848 2.703 -1.251
15 S -2.325 1.200 -1.201
16 H 2.073 3.205 -0.983
17 H 1.569 2.847 -2.618
18 H 2.700 1.696 -1.787
19 H 0.738 1.447 -0.156
20 H 0.467 0.636 -1.718
21 H -3.360 2.007 -0.859

Forces on the atoms, in the same order (eV/Å):
C -0.65 -1.57 1.79
C 1.99 -1.58 -1.71
C 0.15 0.52 -1.03
N -0.62 1.38 -0.18
H -1.25 1.40 -0.01
H 0.10 0.00 0.30
H -0.24 0.25 0.54
H 0.81 0.03 0.36
H -0.62 -0.35 0.33
H 0.07 -0.10 0.23
H 0.34 -0.20 -0.41
C -0.30 -0.68 -0.28
C 0.96 1.03 0.27
S -0.41 -0.27 -0.52
S -0.25 0.38 -0.08
H 0.00 -0.30 0.02
H 0.36 0.01 -0.36
H -0.67 0.68 0.11
H 0.07 -0.86 0.81
H -0.26 0.38 -0.15
H 0.42 -0.15 -0.04



Record 6
Computed, not measured: a molecular structure, C5H13NS2 at a distorted geometry, with ωB97M-V with the def2-TZVPD basis set.

## Properties
charge: +1
HOMO-LUMO gap (spin up / spin down): 5.77 / 5.56 eV
ΔE to the lowest compared entry with this formula, charge and spin: 756.1 kJ/mol
HOMO energy (spin up / spin down): -13.2881 / -13.2553 eV
spin multiplicity: 2
total energy: -28540.3271 eV
<S²>: 0.782

Cartesian coordinates (Å):
1 S 2.953 -1.109 -1.013
2 S -2.166 -1.027 -1.617
3 C -1.402 0.549 -1.404
4 C -0.072 0.664 -0.523
5 C 1.000 1.494 -1.204
6 N -0.228 0.873 0.808
7 C -1.124 0.033 1.504
8 C -0.763 -1.494 1.520
9 H 2.987 -0.826 0.454
10 H -2.169 1.194 -0.957
11 H -1.146 0.915 -2.390
12 H 0.331 -0.393 -0.508
13 H 0.640 2.410 -1.651
14 H 1.396 0.892 -2.013
15 H 1.777 1.738 -0.485
16 H 3.292 -0.941 1.158
17 H -2.174 0.100 1.166
18 H -1.130 0.441 2.513
19 H -0.611 -1.768 2.555
20 H -1.558 -2.090 1.102
21 H 0.166 -1.657 0.985

Forces on the atoms, in the same order (eV/Å):
S 0.23 -0.60 -0.06
S -0.17 0.04 0.15
C -0.50 -0.80 0.12
C 0.60 0.60 -0.42
C -0.22 0.20 0.09
N -0.51 -0.82 -0.68
C -0.28 0.60 1.28
C 0.32 0.37 0.33
H -0.80 0.87 0.47
H 0.13 0.12 -0.12
H 0.31 0.34 -0.03
H 0.08 -0.08 -0.03
H -0.37 0.29 0.10
H 0.27 0.05 -0.07
H 0.16 -0.07 -0.15
H 0.60 -0.57 -0.26
H 0.22 0.12 -0.62
H -0.05 -0.31 0.15
H 0.06 -0.16 0.17
H -0.15 -0.01 -0.27
H 0.07 -0.18 -0.15



Record 7
Computed, not measured: a molecular structure, C5H13O2 at a distorted geometry, with ωB97M-V with the def2-TZVPD basis set.

## Properties
charge: -1
HOMO-LUMO gap: 7.24 eV
ΔE to the lowest compared entry with this formula, charge and spin: 52.4 kJ/mol
HOMO energy: -3.5533 eV
spin multiplicity: 1
total energy: -9490.7852 eV

Cartesian coordinates (Å):
1 C -0.271 -0.606 1.591
2 O 0.715 -1.594 1.569
3 C -1.012 -0.545 0.257
4 C -0.244 0.340 -0.743
5 C 0.226 -0.436 -2.037
6 C -1.051 1.535 -1.221
7 H 0.205 0.354 1.863
8 H -1.002 -0.793 2.407
9 H -1.091 -1.582 -0.065
10 H -1.976 -0.055 0.442
11 H 0.694 0.681 -0.305
12 H 1.008 0.177 -2.488
13 H -0.539 -0.587 -2.794
14 H 0.707 -1.306 -1.585
15 H -1.964 1.336 -1.783
16 H -1.375 2.234 -0.431
17 H -0.402 2.200 -1.812
18 H 3.046 0.175 2.292
19 H 1.739 -0.988 2.105
20 O 2.585 -0.539 2.739

Forces on the atoms, in the same order (eV/Å):
C 0.67 -1.17 0.64
O -0.20 0.80 -0.20
C 0.49 1.18 0.44
C -0.60 -0.76 -1.79
C 0.63 0.88 1.75
C 0.36 1.70 0.48
H -0.31 0.32 -0.26
H -0.15 -0.05 -0.08
H -0.34 0.05 -0.18
H -0.25 -0.43 -0.22
H -0.09 0.08 0.32
H 0.08 -0.06 -0.23
H -0.22 -0.47 0.23
H -0.19 -0.46 -0.80
H 0.13 -0.49 -0.17
H 0.05 -0.49 0.29
H -0.18 -0.30 -0.33
H -0.15 -0.08 -0.16
H 0.30 -0.29 0.30
O -0.04 0.04 -0.01



Record 8
Computed, not measured: 2 unconnected molecules or ions with the total composition C5H13O2 at a distorted geometry, with ωB97M-V with the def2-TZVPD basis set.

## Properties
charge: -2
HOMO-LUMO gap (spin up / spin down): 1.77 / 5.23 eV
ΔE to the lowest compared entry with this formula, charge and spin: 204.0 kJ/mol
HOMO energy (spin up / spin down): 3.6586 / 0.1800 eV
spin multiplicity: 2
total energy: -9484.9050 eV
<S²>: 0.751

Cartesian coordinates (Å):
1 C -0.389 0.342 -1.230
2 O -0.644 1.572 -1.787
3 C -1.579 -0.683 -1.216
4 C -1.419 -1.613 -0.045
5 C -1.332 -1.176 1.397
6 C 0.061 -1.035 2.187
7 H 0.526 -0.059 -1.952
8 H 0.126 0.436 -0.194
9 H -1.674 -1.108 -2.143
10 H -2.463 -0.101 -0.892
11 H -0.565 -2.201 -0.349
12 H -2.388 -2.275 -0.207
13 H -1.929 -2.037 1.950
14 H -2.114 -0.395 1.568
15 H -0.093 -0.562 3.134
16 H 0.687 -0.328 1.592
17 H 0.354 -2.102 2.200
18 H 4.595 4.439 -2.051
19 H 5.384 4.069 -0.792
20 O 4.857 4.816 -1.168

Forces on the atoms, in the same order (eV/Å):
C 2.06 1.78 -2.38
O -0.73 -1.06 0.92
C 1.02 3.92 4.03
C -1.37 -2.65 -1.85
C -2.24 -1.08 2.33
C -1.71 0.10 -2.98
H -1.45 -0.52 1.58
H -0.84 -0.41 -0.82
H -0.49 -1.34 -2.09
H 0.07 0.26 -0.97
H 0.47 -0.86 0.47
H 1.86 0.55 0.88
H 1.39 1.25 -0.64
H 1.13 0.30 -0.14
H -0.16 -0.21 0.82
H 0.00 -1.04 0.42
H 0.77 0.89 0.40
H 0.22 0.32 0.51
H 0.00 0.27 -0.02
O -0.01 -0.49 -0.47



Record 9
Computed, not measured: C5H13O2PSi in the gas phase at a distorted geometry, with ωB97M-V with the def2-TZVPD basis set.

## Properties
charge: 0
HOMO-LUMO gap: 6.88 eV
ΔE to the lowest compared entry with this formula, charge and spin: 258.2 kJ/mol
HOMO energy: -7.5567 eV
spin multiplicity: 1
total energy: -26654.9786 eV

Cartesian coordinates (Å):
1 C -0.714 -0.433 0.612
2 C -1.941 -2.674 0.168
3 C 3.254 1.104 0.035
4 C -0.883 -1.654 -0.260
5 C 1.924 1.783 0.248
6 O -2.046 0.031 0.885
7 O -1.600 2.325 0.190
8 Si 0.368 0.910 -0.386
9 P -2.761 1.334 0.256
10 H -0.407 -0.484 1.582
11 H -1.546 -3.276 0.964
12 H -2.274 -3.332 -0.655
13 H -2.745 -2.050 0.514
14 H 3.394 0.040 0.350
15 H 3.462 0.995 -1.061
16 H 4.044 1.690 0.504
17 H -1.112 -1.221 -1.272
18 H 0.066 -2.120 -0.377
19 H 1.935 2.633 -0.568
20 H 1.942 2.202 1.330
21 H 0.265 1.063 -1.924
22 H -2.625 1.131 -1.133

Forces on the atoms, in the same order (eV/Å):
C -1.43 1.31 -2.82
C 0.33 0.63 -0.65
C 1.09 -1.76 -1.37
C -0.06 0.10 -1.32
C -0.43 1.69 -0.16
O -0.15 -0.65 0.26
O 4.28 1.07 0.15
Si -2.80 1.82 1.12
P -1.24 0.16 -0.47
H 1.95 -0.95 2.43
H -0.01 -0.36 0.50
H 0.25 0.42 0.34
H -0.73 -0.34 0.25
H -0.51 0.85 0.41
H 0.05 0.46 0.75
H 0.06 -0.08 -0.22
H -0.13 -0.61 0.66
H 1.04 -0.58 -0.20
H -0.17 -0.94 1.98
H -0.78 -0.54 -1.98
H 0.11 -0.46 1.22
H -0.71 -1.23 -0.89



Record 10
Computed, not measured: 2 unconnected molecules or ions with the total composition C5H13O2S at a distorted geometry, with ωB97M-V with the def2-TZVPD basis set.

## Properties
charge: -1
HOMO-LUMO gap: 6.60 eV
ΔE to the lowest compared entry with this formula, charge and spin: 77.6 kJ/mol
HOMO energy: -3.3195 eV
spin multiplicity: 1
total energy: -20325.4986 eV

Cartesian coordinates (Å):
1 C 1.151 1.193 0.426
2 O -0.138 1.520 0.588
3 C 1.458 -0.125 -0.463
4 C 0.549 -0.086 -1.786
5 C -0.967 -0.101 -1.661
6 S -1.958 -1.732 -1.293
7 C -1.653 -2.027 0.469
8 H 1.756 1.120 1.342
9 H 1.651 1.982 -0.217
10 H 0.924 -0.904 0.047
11 H 2.512 -0.290 -0.573
12 H 0.701 0.946 -2.179
13 H 0.886 -0.910 -2.408
14 H -1.466 0.222 -2.585
15 H -1.302 0.536 -0.854
16 H -1.879 -3.067 0.685
17 H -2.029 -1.226 1.090
18 H -0.566 -2.065 0.590
19 H 0.668 1.369 3.335
20 H -0.273 1.621 2.272
21 O -0.024 2.022 3.177

Forces on the atoms, in the same order (eV/Å):
C 0.77 0.10 -2.38
O -0.45 -0.76 0.70
C -3.86 1.33 0.40
C 1.24 0.98 0.95
C -1.38 -1.33 0.86
S 0.85 0.83 -0.57
C 1.70 -0.11 -0.70
H 0.22 -0.14 0.36
H 0.29 -0.04 0.40
H 0.60 -0.95 0.85
H 0.46 -0.23 -0.45
H 0.35 -0.75 -0.53
H 0.08 0.26 -0.69
H 0.32 -0.17 0.09
H 0.26 0.34 0.09
H -0.97 0.16 0.25
H -0.40 -0.23 0.31
H -0.10 0.40 0.11
H 0.24 0.28 0.63
H -0.16 1.28 -0.31
O -0.05 -1.24 -0.39